Record 1
A structure of composition C42H51GeN5O3PbSSeTe. Source: the Open Molecules 2025 dataset; level of theory: the ωB97M-V functional and the def2-TZVPD basis.

* gap between HOMO and LUMO: 0.272 Ha
* HOMO level: -7.02 eV
* energy: -203212.261 eV

Structure (XYZ):
```
106
Properties=species:S:1:pos:R:3:lowdin_charge:R:1
Pb 0.98010 0.12406 0.12089 1.203
C -2.03043 -0.82262 1.05523 -0.069
N -0.74392 -1.50845 1.26542 -0.311
C -0.53566 -1.74843 2.68937 -0.114
C -0.64591 -2.67747 0.42734 -0.226
C -0.83147 -3.95926 0.91233 -0.045
C -0.79549 -5.06116 0.06475 -0.118
C -0.60747 -4.85556 -1.29059 -0.098
C -0.41151 -3.57781 -1.79224 -0.017
C -0.37763 -2.45637 -0.94831 -0.254
N -0.11703 -1.17224 -1.38031 -0.100
C -0.12343 -0.90503 -2.76359 -0.249
C 0.93947 -1.29256 -3.58276 -0.054
C 0.95531 -0.99769 -4.93537 -0.089
C -0.10589 -0.31157 -5.50588 -0.083
C -1.17884 0.06028 -4.71293 -0.019
C -1.20974 -0.23635 -3.35409 -0.192
N -2.34616 0.11060 -2.54823 -0.215
C -3.60572 -0.38768 -3.07949 -0.090
C -2.40489 1.54072 -2.27965 -0.077
H -2.86362 -1.43702 1.41630 0.099
H -2.16516 -0.61976 -0.00875 0.069
H -2.02561 0.12169 1.60647 0.090
H -1.39544 -2.24392 3.15732 0.095
H -0.39355 -0.78834 3.19130 0.070
H 0.34938 -2.36197 2.84340 0.056
H -1.02407 -4.11537 1.96672 0.104
H -0.93515 -6.05771 0.46227 0.097
H -0.60196 -5.69759 -1.97218 0.101
H -0.26612 -3.43635 -2.85406 0.103
H 1.75845 -1.83941 -3.12742 0.111
H 1.79655 -1.30321 -5.54711 0.103
H -0.10025 -0.07312 -6.56196 0.100
H -2.01488 0.59029 -5.15457 0.111
H -3.95546 0.15959 -3.96878 0.077
H -4.37180 -0.28969 -2.30707 0.083
H -3.49926 -1.44092 -3.33655 0.091
H -2.67886 2.13020 -3.16927 0.090
H -1.43120 1.88679 -1.93948 0.052
H -3.14459 1.73287 -1.49862 0.087
C 3.10366 1.12035 10.87292 -0.078
C 2.56941 1.40247 9.49455 -0.745
O 2.94631 2.28443 8.77568 0.042
S 1.29192 0.23413 9.01932 1.008
C 0.94648 0.79935 7.36911 -0.534
C 0.27022 1.99959 7.19061 -0.085
C 0.07139 2.49361 5.91474 -0.013
C 0.54547 1.78868 4.80533 -0.237
C 1.17247 0.55272 4.99766 -0.034
C 1.37851 0.06324 6.27534 -0.078
C 0.44291 2.32537 3.48773 -0.110
C 0.42482 2.82154 2.38216 -0.433
H 3.25715 2.06038 11.40015 0.089
H 4.07123 0.62602 10.77560 0.091
H 2.42635 0.47483 11.42853 0.061
H -0.08583 2.54822 8.05189 0.114
H -0.44124 3.43448 5.76609 0.120
H 1.50998 -0.01222 4.13762 0.076
H 1.88250 -0.88256 6.42582 0.109
C 4.65534 -0.69324 -3.53285 -0.013
N 3.69115 0.37167 -3.31799 -0.051
C 3.40996 1.31550 -4.26396 -0.062
C 2.47351 2.25610 -4.07079 0.015
C 1.74277 2.27858 -2.81692 -0.520
O 0.89623 3.15697 -2.57458 -0.105
N 2.03120 1.28858 -1.91244 0.037
C 2.96316 0.35378 -2.14250 -0.582
O 3.17357 -0.55335 -1.30888 -0.117
H 5.11867 -0.56679 -4.50839 0.090
H 4.15883 -1.66255 -3.48481 0.088
H 5.42173 -0.67184 -2.75936 0.094
H 3.99086 1.25361 -5.17445 0.127
H 2.24993 2.99347 -4.82564 0.113
Te 0.65710 3.19866 0.35376 1.334
C -0.28100 5.11485 0.45491 -0.491
C -0.46158 5.81742 -0.73114 -0.139
C -1.00113 7.09513 -0.69942 -0.089
C -1.35851 7.67497 0.50933 -0.096
C -1.18093 6.96730 1.68960 -0.090
C -0.64169 5.68920 1.66692 -0.137
H -0.17552 5.36426 -1.67287 0.087
H -1.14005 7.64108 -1.62417 0.103
H -1.77416 8.67419 0.53163 0.100
H -1.45984 7.41318 2.63625 0.102
H -0.50270 5.14131 2.58979 0.076
C 2.66087 -5.91198 1.35067 -0.215
Ge 4.14953 -4.63530 1.48434 0.775
C 4.66770 -4.37155 3.36606 -0.233
C 5.70941 -5.25898 0.45065 -0.224
C 3.55934 -2.92085 0.66160 -0.564
Se 2.96612 -1.53617 1.90696 0.804
C 4.44644 -0.28564 1.72628 -0.362
H 2.91285 -6.84726 1.85163 0.017
H 2.43676 -6.12436 0.30494 0.020
H 1.76132 -5.49994 1.80816 0.007
H 4.88543 -5.33306 3.83225 0.017
H 3.86411 -3.88824 3.92090 -0.002
H 5.55820 -3.74603 3.43830 0.017
H 6.02174 -6.24630 0.79280 0.015
H 6.54810 -4.57280 0.57304 0.015
H 5.46948 -5.32461 -0.61108 0.016
H 2.72426 -3.10093 -0.01588 0.008
H 4.35506 -2.46397 0.07643 0.013
H 5.37433 -0.77573 2.00912 0.027
H 4.24893 0.55162 2.39236 0.027
H 4.48186 0.04968 0.69208 0.010
```

=====

Record 2
A structure of composition C42H52N5SZr. Source: the Open Molecules 2025 dataset; level of theory: the ωB97M-V functional and the def2-TZVPD basis.

* gap between HOMO and LUMO (spin up / spin down): 0.213 / 0.213 Ha
* HOMO level (spin up / spin down): -8.48 / -8.48 eV
* total charge: +1
* energy: -63959.295 eV

Structure (XYZ):
```
101
Properties=species:S:1:pos:R:3:lowdin_charge:R:1
Zr -0.76162 -0.20444 -0.07124 1.626
C -3.49512 -1.85835 0.20646 -0.175
C -3.74213 -0.96497 1.43126 -0.168
N -2.51402 -0.21062 1.77290 -0.121
C -1.92212 -0.54414 3.09604 -0.160
C -0.40386 -0.58016 3.03832 -0.161
N 0.05059 -1.27809 1.81995 -0.157
C -0.21726 -2.73746 1.76170 -0.150
C -1.62774 -3.07464 1.27897 -0.155
N -2.07344 -2.21627 0.15160 -0.174
H -4.15180 -2.73242 0.23772 0.131
H -3.72803 -1.31753 -0.71653 0.121
H -4.55910 -0.27512 1.21652 0.121
H -4.06075 -1.55969 2.28731 0.118
H -2.73820 0.77609 1.79478 0.049
H -2.23457 0.18121 3.85035 0.131
H -2.30918 -1.50839 3.41712 0.107
H 0.00182 0.43214 2.98927 0.113
H -0.01402 -1.06184 3.94024 0.133
H 1.05820 -1.15198 1.75379 0.111
H 0.50454 -3.15295 1.06055 0.112
H -0.05567 -3.19852 2.74145 0.134
H -1.64145 -4.12494 0.98700 0.124
H -2.34944 -2.97808 2.08603 0.100
H -1.84529 -2.66645 -0.73123 0.088
S 1.12375 2.58903 -3.91358 1.072
C 2.12268 1.23577 -3.62766 -0.366
C 1.59774 0.47577 -2.63907 -0.243
N 0.42918 0.95751 -2.08357 -0.094
C 0.08757 2.07447 -2.67251 -0.477
H 3.02624 1.05983 -4.18630 0.075
H 2.01241 -0.45002 -2.27848 0.078
H -0.78865 2.63998 -2.41733 0.043
C 4.03534 0.10102 0.80438 -0.031
C 3.05408 1.16442 1.22210 -0.264
C 3.43666 2.23528 2.02033 -0.017
C 2.51477 3.21995 2.35770 -0.258
C 2.92020 4.38450 3.22110 -0.042
C 1.20148 3.13874 1.90175 -0.002
C 0.77137 2.07878 1.08946 -0.300
C 1.74236 1.10460 0.77440 -0.079
N -0.51032 1.86595 0.59162 -0.127
C -1.55335 2.89790 0.59200 -0.443
C -1.12805 4.26176 0.00303 -0.070
C -2.32500 5.22184 -0.08237 -0.273
C -3.42407 4.63572 -0.97073 -0.109
C -3.88520 3.29794 -0.38546 -0.275
C -4.43208 3.50490 1.02727 -0.110
C -3.35065 4.12619 1.91237 -0.277
C -2.89458 5.46150 1.31827 -0.108
C -2.14692 3.18320 1.99282 -0.074
C -2.67317 2.36518 -0.33591 -0.110
H 5.01408 0.27179 1.24892 0.080
H 4.15366 0.08647 -0.28105 0.083
H 3.70045 -0.89583 1.10219 0.078
H 4.45962 2.30849 2.36918 0.116
H 3.97497 4.33373 3.48512 0.077
H 2.34111 4.40456 4.14593 0.084
H 2.74551 5.33018 2.70561 0.085
H 0.52194 3.91618 2.21203 0.092
H 1.52885 0.28732 0.07355 0.051
H -0.68171 4.12256 -0.98252 0.109
H -0.35341 4.71963 0.61652 0.110
H -1.97885 6.16754 -0.50527 0.145
H -3.05464 4.48994 -1.99097 0.123
H -4.26758 5.32807 -1.03070 0.126
H -4.65730 2.85976 -1.02318 0.144
H -4.75790 2.54535 1.44972 0.114
H -5.31238 4.15125 0.99612 0.127
H -3.74946 4.28340 2.91742 0.144
H -2.13719 5.91606 1.96305 0.126
H -3.73557 6.15774 1.26533 0.126
H -2.43289 2.26100 2.51341 0.101
H -1.38145 3.63554 2.62252 0.113
H -2.27098 2.25086 -1.34575 0.096
H -3.00749 1.36382 -0.01597 0.085
C 0.25972 -1.63731 -1.14048 -0.244
C 0.94916 -2.60627 -1.59189 -0.137
C 1.67992 -3.62489 -2.04437 -0.172
C 1.27035 -5.02620 -1.84741 -0.171
C 2.11912 -6.08519 -2.17720 -0.024
C 1.72525 -7.40086 -1.97845 -0.074
C 0.47382 -7.69238 -1.45706 -0.092
C -0.39220 -6.64852 -1.15365 -0.089
C 0.00242 -5.33815 -1.35023 -0.050
C 2.94525 -3.26924 -2.75163 -0.208
C 2.90555 -2.56261 -3.95135 -0.042
C 4.07964 -2.16581 -4.57714 -0.086
C 5.30914 -2.47211 -4.01157 -0.088
C 5.35965 -3.17720 -2.81611 -0.077
C 4.18616 -3.57021 -2.18995 -0.047
H 3.09337 -5.87718 -2.59983 0.107
H 2.40212 -8.20419 -2.23886 0.107
H 0.16853 -8.71873 -1.30460 0.102
H -1.38538 -6.86491 -0.77785 0.100
H -0.68879 -4.52582 -1.15789 0.081
H 1.94357 -2.32827 -4.39224 0.121
H 4.03374 -1.62509 -5.51431 0.103
H 6.22476 -2.16976 -4.50281 0.103
H 6.31580 -3.41736 -2.36914 0.105
H 4.22384 -4.11125 -1.25113 0.120
```

=====

Record 3
A structure of composition C42H52N7O2S2Sn. Source: the Open Molecules 2025 dataset; level of theory: the ωB97M-V functional and the def2-TZVPD basis.

* gap between HOMO and LUMO: 0.259 Ha
* HOMO level: -10.11 eV
* total charge: +1
* energy: -86422.337 eV

Structure (XYZ):
```
106
Properties=species:S:1:pos:R:3:lowdin_charge:R:1
Sn -0.17892 -0.17727 -0.64378 1.297
N 0.32145 -1.04761 1.73810 -0.038
C -0.03493 -2.51461 1.80539 -0.114
C -0.92056 -2.93704 0.60677 -0.675
O -1.60384 -3.92031 0.74745 0.081
O -0.80287 -2.18510 -0.43179 -0.280
H 1.19795 -0.71777 2.18957 0.087
H -0.35031 -0.59640 2.36264 0.067
H -0.42222 -2.68455 2.80340 0.113
H 0.88928 -3.17585 1.79559 0.144
S 1.41186 -1.55632 -5.64073 0.735
C 1.81212 -1.59987 -4.04798 -0.802
N 1.62768 -2.62962 -3.20868 -0.110
C 2.43482 -2.70633 -1.98335 -0.103
C 3.83762 -2.21469 -2.30412 -0.074
N 3.68419 -0.80925 -2.74541 -0.106
C 4.67508 0.14093 -2.30770 -0.134
C 4.75735 0.39050 -0.81531 -0.183
C 3.63721 0.44309 0.01193 -0.068
C 3.70887 0.58200 1.37560 -0.104
C 4.94011 0.58854 1.99757 -0.088
C 6.09071 0.44793 1.24807 -0.078
C 5.99714 0.37540 -0.13343 -0.028
C 2.60151 -0.47168 -3.45169 -0.770
S 2.06622 1.08180 -3.67215 0.684
C 0.75417 -3.74370 -3.49106 -0.134
C 1.48150 -5.04198 -3.77139 -0.216
C 1.08266 -6.17460 -3.05055 -0.046
C 1.82803 -7.33088 -3.12447 -0.087
C 2.91948 -7.38534 -3.96660 -0.095
C 3.31579 -6.31611 -4.75222 -0.053
C 2.59207 -5.12083 -4.61122 -0.031
H 2.55171 -3.78973 -1.68995 0.160
H 2.03181 -2.05277 -1.19224 0.082
H 4.24373 -2.80057 -3.10902 0.131
H 4.44261 -2.24189 -1.43245 0.124
H 4.43912 1.08388 -2.79831 0.081
H 5.63134 -0.20173 -2.75630 0.148
H 2.62275 0.41885 -0.47268 0.045
H 2.82864 0.81736 1.95486 0.087
H 5.06393 0.70348 3.09847 0.122
H 7.04082 0.47429 1.71497 0.098
H 6.90052 0.32716 -0.77340 0.124
H 0.18869 -3.39532 -4.39127 0.097
H 0.05253 -3.89793 -2.60970 0.141
H 0.20528 -6.10527 -2.37798 0.124
H 1.54615 -8.24673 -2.58388 0.116
H 3.40211 -8.34822 -4.04645 0.104
H 4.14165 -6.40622 -5.37014 0.083
H 2.85659 -4.25678 -5.21960 0.098
C -6.55426 0.92233 2.47425 -0.023
C -5.47999 0.17153 3.28613 -0.555
C -5.94071 -1.23058 3.68299 -0.047
C -5.18864 0.95719 4.59030 -0.051
C -4.22541 0.08415 2.39877 -0.115
C -4.10702 -0.80118 1.32270 0.042
C -3.03519 -0.72428 0.45590 -0.096
N -2.05704 0.15155 0.60571 -0.009
C -2.14011 0.99652 1.63080 -0.204
C -3.17854 1.00603 2.54800 0.071
C -1.04575 1.98564 1.67242 -0.225
C -1.05778 2.98157 2.61838 0.073
C -0.05659 3.95485 2.56427 -0.138
C 0.80910 3.97128 1.47617 0.026
C 0.71009 2.92959 0.57338 -0.103
N -0.13210 1.94949 0.72133 0.000
C 0.07749 5.03407 3.60125 -0.521
C -1.07992 5.03981 4.61734 -0.039
C 1.47080 4.90258 4.30881 -0.015
C 0.04832 6.37471 2.85257 -0.038
H -7.47031 1.06553 3.06274 0.102
H -6.78731 0.37524 1.59229 0.076
H -6.18359 1.86814 2.17993 0.075
H -6.75345 -1.04292 4.36643 0.079
H -5.09351 -1.70375 4.15635 0.088
H -6.41816 -1.86043 2.83139 0.121
H -6.12787 1.08881 5.14984 0.094
H -4.88922 1.98890 4.33730 0.083
H -4.47603 0.38871 5.21941 0.104
H -4.88920 -1.57150 1.11875 0.143
H -2.97970 -1.38889 -0.37522 0.115
H -3.21515 1.69345 3.33356 0.080
H -1.72433 2.99537 3.44412 0.092
H 1.48055 4.79242 1.38485 0.109
H 1.36904 2.80466 -0.29078 0.125
H -1.11864 4.07296 5.08726 0.077
H -2.01228 5.16069 4.08440 0.087
H -0.99228 5.82332 5.33706 0.087
H 1.48713 4.04544 4.95501 0.076
H 1.73357 5.77473 4.90849 0.091
H 2.28965 4.75156 3.59413 0.084
H -0.92760 6.53937 2.39736 0.099
H 0.77687 6.37839 2.08382 0.058
H 0.20297 7.21962 3.48926 0.087
C -1.34422 1.00986 -5.91968 -0.025
N -1.67856 1.17101 -4.56505 -0.143
C -2.34614 2.17460 -3.95195 -0.048
C -2.37266 1.87073 -2.59902 -0.116
N -1.66935 0.70147 -2.44683 -0.084
C -1.24385 0.32098 -3.64539 -0.215
H -2.01824 0.24593 -6.34071 0.112
H -0.30231 0.65444 -5.98762 0.047
H -1.41271 2.00822 -6.41566 0.117
H -2.70408 3.04381 -4.47717 0.122
H -2.90926 2.33249 -1.71070 0.127
H -0.65774 -0.52458 -3.86285 0.086
```